No. 1
A molecular structure, C32H45IrNO7. Source: the OMol25 dataset; level of theory: ωB97M-V/def2-TZVPD.

Last column: Löwdin spin population.
Cartesian coordinates (Å):
1 Ir -1.503 -1.951 0.071  1.57
2 C 2.135 3.635 2.377  0.00
3 C 0.952 3.336 3.297  0.02
4 C 0.045 4.577 3.345  0.01
5 C 1.488 3.034 4.707  0.01
6 C 0.130 2.149 2.821  0.14
7 C 0.438 1.464 1.659  0.01
8 C -0.361 0.395 1.268  0.14
9 N -0.252 -0.390 0.144  0.21
10 C 0.723 -0.366 -0.826  0.14
11 C 1.538 0.689 -1.204  0.01
12 C 2.474 0.499 -2.213  0.16
13 C 2.580 -0.776 -2.843  0.06
14 C 1.768 -1.838 -2.566  0.06
15 C 0.781 -1.613 -1.555  0.17
16 O -0.117 -2.504 -1.271  0.33
17 C 1.851 -3.169 -3.304  0.00
18 C 2.068 -4.322 -2.310  0.00
19 C 0.545 -3.383 -4.090  0.00
20 C 3.016 -3.179 -4.294  0.00
21 C 3.424 1.610 -2.634  0.02
22 C 3.453 1.750 -4.162  0.01
23 C 3.038 2.963 -2.033  0.00
24 C 4.826 1.221 -2.128  0.01
25 C -1.451 -0.027 2.114  0.17
26 O -2.107 -1.089 1.754  0.33
27 C -1.791 0.681 3.306  0.05
28 C -0.994 1.749 3.604  0.06
29 C -2.971 0.248 4.170  0.00
30 C -3.142 1.172 5.376  0.00
31 C -4.259 0.302 3.334  0.00
32 C -2.742 -1.180 4.693  0.00
33 H 2.683 4.493 2.766  0.00
34 H 1.809 3.885 1.365  0.00
35 H 2.834 2.796 2.327  0.00
36 H 0.617 5.432 3.711  0.00
37 H -0.805 4.436 4.012  0.00
38 H -0.337 4.823 2.353  0.00
39 H 2.158 3.836 5.021  0.00
40 H 2.048 2.098 4.727  0.00
41 H 0.686 2.968 5.443  0.00
42 H 1.295 1.751 1.081  0.00
43 H 1.403 1.660 -0.765  0.00
44 H 3.344 -0.899 -3.596  0.00
45 H 1.249 -4.423 -1.603  0.00
46 H 2.997 -4.185 -1.752  0.00
47 H 2.149 -5.259 -2.864  0.00
48 H -0.322 -3.423 -3.433  0.00
49 H 0.603 -4.324 -4.640  0.00
50 H 0.394 -2.579 -4.813  0.00
51 H 3.972 -2.994 -3.799  0.00
52 H 2.886 -2.446 -5.093  0.00
53 H 3.072 -4.161 -4.761  0.00
54 H 2.463 1.980 -4.559  0.00
55 H 3.822 0.853 -4.659  0.00
56 H 4.123 2.567 -4.434  0.00
57 H 2.021 3.252 -2.306  0.00
58 H 3.715 3.728 -2.412  0.00
59 H 3.125 2.970 -0.944  0.00
60 H 5.173 0.296 -2.590  0.00
61 H 4.831 1.086 -1.045  0.00
62 H 5.536 2.011 -2.378  0.00
63 H -1.205 2.314 4.498  0.00
64 H -3.346 2.203 5.080  0.00
65 H -2.267 1.159 6.029  0.00
66 H -3.994 0.827 5.961  0.00
67 H -4.469 1.324 3.013  0.00
68 H -5.098 -0.038 3.944  0.00
69 H -4.204 -0.338 2.455  0.00
70 H -1.789 -1.254 5.222  0.00
71 H -2.758 -1.920 3.896  0.00
72 H -3.535 -1.431 5.399  0.00
73 O -5.052 -0.017 -1.983  0.01
74 C -3.914 -0.650 -1.761  0.01
75 O -3.274 -0.493 -0.739  0.08
76 C -3.496 -1.503 -2.940  0.00
77 O -2.641 -2.551 -2.574  0.02
78 C -3.323 -3.740 -2.169  0.00
79 C -3.739 -3.726 -0.708  0.01
80 O -4.842 -4.039 -0.361  0.02
81 O -2.769 -3.437 0.170  0.15
82 H -5.253 0.549 -1.218  0.00
83 H -4.387 -1.852 -3.466  0.00
84 H -2.941 -0.843 -3.611  0.00
85 H -4.212 -3.900 -2.779  0.00
86 H -2.621 -4.560 -2.327  0.00

Computed properties:
HOMO-LUMO gap (spin up / spin down): 8.323 / 5.463 eV
HOMO (spin up / spin down): -0.385 / -0.418 hartree
spin multiplicity: 5
net charge: +1

=====

No. 2
9 unconnected molecules or ions with the total composition C32H46BN6O4 in a non-equilibrium geometry. Source: the OMol25 dataset; level of theory: ωB97M-V/def2-TZVPD.

Last column: Löwdin charge in e.
Cartesian coordinates (Å):
1 B -0.414 0.055 -0.330  -0.45
2 H -0.484 -0.143 0.728  0.01
3 H -0.658 1.091 -0.502  -0.01
4 H 0.556 -0.207 -0.725  -0.03
5 H -1.081 -0.573 -0.900  -0.01
6 O -1.191 6.110 2.364  0.07
7 C -0.879 4.947 2.064  -0.35
8 O -0.079 4.611 0.983  0.05
9 C 0.240 3.310 0.960  -0.25
10 C -0.648 2.610 1.906  -0.19
11 C -1.090 3.652 2.914  -0.05
12 H 1.256 3.209 1.341  0.12
13 H 0.203 2.850 -0.028  0.11
14 H -0.164 1.721 2.313  0.10
15 H -1.498 2.133 1.418  0.09
16 H -0.384 3.493 3.729  0.13
17 H -2.091 3.517 3.323  0.12
18 O 0.548 -0.315 4.275  0.08
19 C -0.582 -0.617 3.936  -0.51
20 O -0.788 -1.721 3.247  0.04
21 C -2.196 -1.965 3.073  -0.15
22 C -2.841 -1.302 4.292  -0.12
23 C -1.935 -0.036 4.377  -0.06
24 H -2.510 -3.005 2.979  0.13
25 H -2.457 -1.440 2.155  0.09
26 H -2.667 -1.906 5.183  0.12
27 H -3.895 -1.112 4.090  0.11
28 H -1.845 0.300 5.410  0.12
29 H -2.093 0.792 3.687  0.10
30 N 0.117 0.284 -3.127  0.00
31 C 0.014 -0.686 -4.078  -0.13
32 C -0.120 -0.036 -5.296  -0.14
33 C -0.061 1.333 -5.089  -0.13
34 C 0.265 1.551 -3.729  -0.09
35 H 0.180 0.187 -2.124  0.02
36 H 0.021 -1.716 -3.755  0.10
37 H -0.197 -0.542 -6.247  0.08
38 H -0.143 2.131 -5.813  0.08
39 H 0.450 2.475 -3.202  0.10
40 N 1.571 -2.422 0.015  0.02
41 C 2.506 -2.850 0.902  -0.12
42 C 3.099 -4.000 0.379  -0.12
43 C 2.493 -4.232 -0.842  -0.14
44 C 1.544 -3.266 -1.072  -0.14
45 H 1.052 -1.564 0.139  0.07
46 H 2.674 -2.258 1.790  0.10
47 H 3.952 -4.573 0.711  0.09
48 H 2.899 -5.043 -1.428  0.09
49 H 0.831 -3.080 -1.863  0.10
50 N 2.387 1.021 0.736  0.05
51 C 3.095 1.872 -0.103  -0.18
52 C 4.261 2.243 0.477  -0.13
53 C 4.342 1.608 1.733  -0.10
54 C 3.119 0.939 1.875  -0.15
55 H 1.494 0.581 0.566  0.07
56 H 2.653 2.029 -1.076  0.12
57 H 5.011 2.848 -0.011  0.10
58 H 5.125 1.656 2.474  0.08
59 H 2.794 0.432 2.771  0.10
60 N -3.357 0.984 -0.145  0.01
61 C -3.860 1.776 -1.152  -0.09
62 C -5.035 2.343 -0.627  -0.13
63 C -5.359 1.749 0.578  -0.11
64 C -4.250 0.974 0.885  -0.16
65 H -2.449 0.544 -0.182  0.06
66 H -3.239 1.989 -2.009  0.11
67 H -5.588 3.112 -1.146  0.08
68 H -6.241 1.835 1.196  0.09
69 H -3.938 0.446 1.774  0.09
70 N 4.450 0.014 -2.159  0.03
71 C 5.652 0.294 -2.903  -0.11
72 C 5.330 0.299 -4.250  -0.16
73 C 4.031 -0.104 -4.346  -0.14
74 C 3.467 -0.324 -3.056  -0.10
75 H 4.384 -0.008 -1.151  0.12
76 H 6.585 0.596 -2.451  0.09
77 H 5.996 0.495 -5.077  0.09
78 H 3.523 -0.263 -5.285  0.09
79 H 2.509 -0.689 -2.715  0.08
80 N -2.157 -2.379 -0.060  0.03
81 C -3.545 -2.428 -0.008  -0.16
82 C -3.977 -3.680 0.076  -0.14
83 C -2.844 -4.445 0.194  -0.16
84 C -1.731 -3.696 -0.008  -0.11
85 H -1.592 -1.552 -0.188  0.03
86 H -4.030 -1.469 -0.120  0.09
87 H -4.992 -4.049 0.064  0.10
88 H -2.842 -5.522 0.277  0.09
89 H -0.659 -3.823 0.021  0.09

Computed properties:
HOMO-LUMO gap: 8.021 eV
HOMO: -0.203 hartree
net charge: -1

=====

Calculated total energy for the records above, in order: -1931.8821; -1901.2122 Eh